--- i ---
Formula: ClHNO2P
Source: OMol25
Level of theory: the ωB97M-V functional and the def2-TZVPD basis

CARTESIAN COORDINATES (ANGSTROEM)
N (1.43213, 1.32825, -0.61996)
O (2.60091, 1.49919, -0.73112)
O (1.71218, -0.17491, 1.23577)
P (0.96433, -0.29502, -0.00644)
Cl (1.29201, -1.87189, -1.19837)
H (-0.48443, -0.13320, 0.27803)

Frontier orbital gap (spin up / spin down) = 9.3206 / 9.7524 eV
E_HOMO (spin up / spin down) = -9.044 / -11.537 eV
LUMO energy (spin up / spin down) = 0.3 / -1.8 eV
Total charge = 0
Spin multiplicity = 3


--- ii ---
Formula: ClHNO2P
Source: OMol25
Level of theory: the ωB97M-V functional and the def2-TZVPD basis

CARTESIAN COORDINATES (ANGSTROEM)
N (-0.72429, -1.66805, -0.11588)
O (0.20323, -2.11937, 0.45220)
O (-0.96436, -0.52414, -0.30959)
P (0.30526, 1.50813, 0.63972)
Cl (-0.11508, 2.32479, -1.10877)
H (1.29524, 0.47864, 0.44231)

Frontier orbital gap (spin up / spin down) = 7.8235 / 7.1435 eV
E_HOMO (spin up / spin down) = -7.936 / -9.874 eV
LUMO energy (spin up / spin down) = -0.1 / -2.7 eV
Total charge = 0
Spin multiplicity = 3


Of them, ii has the lowest stability.


--- i ---
Formula: C10H10N
Source: OMol25
Level of theory: the ωB97M-V functional and the def2-TZVPD basis

CARTESIAN COORDINATES (ANGSTROEM)
C (1.60679, -2.76185, 0.53689)
N (1.13930, -1.57702, 0.35372)
C (-0.12569, -1.17316, 0.07548)
C (-1.14202, -2.08804, -0.33189)
C (-2.43891, -1.63083, -0.52300)
C (-2.65604, -0.23143, -0.40933)
C (-1.64608, 0.63566, -0.25407)
C (-0.31237, 0.21860, 0.08163)
C (0.56171, 1.30056, 0.20020)
C (1.18099, 2.35879, 0.21670)
C (1.89940, 3.64035, 0.06741)
H (2.65465, -2.84462, 0.80318)
H (1.04090, -3.71215, 0.51917)
H (1.74449, -0.88089, 0.67150)
H (-0.72927, -3.01000, -0.48791)
H (-3.25440, -2.20052, -0.80895)
H (-3.61877, 0.16413, -0.54074)
H (-1.80664, 1.70822, -0.04181)
H (1.21476, 4.05784, -0.77386)
H (2.89633, 3.77979, -0.30707)
H (1.79088, 4.24658, 0.95274)

Frontier orbital gap (spin up / spin down) = 7.1192 / 7.1203 eV
E_HOMO (spin up / spin down) = -12.442 / -12.442 eV
LUMO energy (spin up / spin down) = -5.3 / -5.3 eV
Total charge = +1
SMILES string = C=[NH+]c1ccccc1C#CC


--- ii ---
Formula: C10H10N
Source: OMol25
Level of theory: the ωB97M-V functional and the def2-TZVPD basis

CARTESIAN COORDINATES (ANGSTROEM)
C (2.70741, 2.03745, 0.13095)
C (1.86571, 1.25379, -0.24450)
C (-3.10656, 0.04686, 0.39444)
C (-2.39220, 1.22435, 0.34849)
C (-2.46598, -1.09737, -0.15497)
C (-1.02922, 1.29231, -0.10467)
C (-1.15969, -1.05253, -0.64490)
C (-0.32383, 0.09939, -0.45531)
C (1.97739, -1.05693, -0.64714)
C (1.09275, 0.13031, -0.63294)
N (2.05618, -1.19215, 0.87439)
H (3.26187, 2.89332, 0.58545)
H (-4.02073, -0.04346, 0.87071)
H (-2.82238, 2.21456, 0.51017)
H (-3.10180, -1.95792, -0.43253)
H (-0.34989, 2.12604, 0.00365)
H (-0.75915, -1.96635, -0.95066)
H (1.69898, -2.13925, -1.01856)
H (2.97270, -0.89898, -0.97065)
H (1.06689, -1.27719, 1.18355)
H (2.83156, -0.63627, 1.35504)

Frontier orbital gap (spin up / spin down) = 7.2857 / 7.2829 eV
E_HOMO (spin up / spin down) = -13.587 / -13.584 eV
LUMO energy (spin up / spin down) = -6.3 / -6.3 eV
Total charge = +1


Of them, ii has the lowest stability.


--- i ---
Formula: C2H3ClO3
Source: OMol25
Level of theory: the ωB97M-V functional and the def2-TZVPD basis

CARTESIAN COORDINATES (ANGSTROEM)
O (1.14971, -1.96824, -1.00981)
C (1.38188, -0.87103, -0.60964)
Cl (2.85944, -0.05169, -0.81216)
C (0.19287, -0.03017, 0.23579)
O (0.28383, 1.30845, -0.04893)
O (-1.02817, -0.55818, -0.11087)
H (0.43950, -0.14672, 1.30211)
H (-0.04262, 1.46911, -0.94658)
H (-0.92290, -1.48690, -0.36359)

Frontier orbital gap = 10.7604 eV
E_HOMO = -10.245 eV
LUMO energy = 0.5 eV
Total charge = 0
SMILES string = O=C(Cl)C(O)O


--- ii ---
Formula: C2H3ClO3
Source: OMol25
Level of theory: the ωB97M-V functional and the def2-TZVPD basis

CARTESIAN COORDINATES (ANGSTROEM)
O (1.26167, -1.06317, 0.46947)
C (1.69176, -0.03196, 0.02821)
Cl (3.34457, 0.21488, -0.27495)
H (1.08577, 0.91856, -0.34231)
O (-0.96440, 1.22568, 0.45638)
C (-1.67594, 0.39712, -0.02101)
O (-1.48734, -0.92304, -0.10158)
H (-2.49186, 0.61559, -0.57128)
H (-0.76424, -1.35368, 0.35706)

Frontier orbital gap = 11.5775 eV
E_HOMO = -11.076 eV
LUMO energy = 0.5 eV
Total charge = 0
SMILES string = O=CCl.O=CO


Of them, ii has the lowest stability.


--- i ---
Formula: CH4GdO
Source: OMol25
Level of theory: the ωB97M-V functional and the def2-TZVPD basis

CARTESIAN COORDINATES (ANGSTROEM)
Gd (0.06285, 0.99047, -0.09833)
O (1.09644, 2.59461, 0.86437)
H (2.01110, 2.67754, 1.12926)
C (-0.69510, -1.27007, -0.43050)
H (0.11801, -2.00845, -0.31400)
H (-1.11265, -1.42534, -1.44125)
H (-1.48065, -1.55878, 0.29044)

Frontier orbital gap (spin up / spin down) = 7.2685 / 9.1343 eV
E_HOMO (spin up / spin down) = -14.224 / -14.849 eV
LUMO energy (spin up / spin down) = -7.0 / -5.7 eV
Total charge = +1
Spin multiplicity = 8


--- ii ---
Formula: CH4GdO
Source: OMol25
Level of theory: the ωB97M-V functional and the def2-TZVPD basis

CARTESIAN COORDINATES (ANGSTROEM)
Gd (1.03851, -0.17819, -0.52962)
O (2.06792, -1.90865, 0.19469)
H (1.81429, -2.83010, 0.19656)
C (-0.96498, 1.07153, -0.03063)
H (-1.86746, 0.43644, 0.00994)
H (-1.17515, 1.84039, -0.79544)
H (-0.91314, 1.56858, 0.95450)

Frontier orbital gap (spin up / spin down) = 7.5574 / 9.2211 eV
E_HOMO (spin up / spin down) = -14.421 / -14.882 eV
LUMO energy (spin up / spin down) = -6.9 / -5.7 eV
Total charge = +1
Spin multiplicity = 8


Of them, i has the lowest stability.


--- i ---
Formula: C5H12OS
Source: OMol25
Level of theory: the ωB97M-V functional and the def2-TZVPD basis

CARTESIAN COORDINATES (ANGSTROEM)
C (2.30551, -0.58664, 0.75997)
C (1.00341, 0.16183, 0.53027)
C (1.23629, 1.63184, 0.22613)
S (0.09972, -0.63655, -0.86212)
C (-1.63478, -0.28976, -0.30734)
C (-2.58372, -0.75852, -1.39683)
O (-1.87692, -0.87215, 0.92868)
H (2.94425, -0.51012, -0.11748)
H (2.83100, -0.16266, 1.61364)
H (2.11342, -1.63918, 0.95449)
H (0.34288, 0.04468, 1.39371)
H (1.86154, 1.73715, -0.65806)
H (1.73462, 2.11091, 1.06721)
H (0.29494, 2.14722, 0.04629)
H (-1.70805, 0.79007, -0.15305)
H (-2.45722, -1.82646, -1.56761)
H (-2.37339, -0.23322, -2.32369)
H (-3.61151, -0.56374, -1.09670)
H (-1.88476, -1.83300, 0.82561)

Frontier orbital gap = 9.5662 eV
E_HOMO = -8.659 eV
LUMO energy = 0.9 eV
Total charge = 0
SMILES string = CC(C)S[C@@H](C)O


--- ii ---
Formula: C5H12OS
Source: OMol25
Level of theory: the ωB97M-V functional and the def2-TZVPD basis

CARTESIAN COORDINATES (ANGSTROEM)
C (-1.92519, -0.03022, -1.63687)
C (-0.85510, -1.15577, -1.51958)
C (0.53708, -0.70423, -0.96238)
S (0.39255, -0.22281, 0.76076)
C (2.16218, -0.14804, 1.00039)
C (-0.04317, 1.43156, 1.76960)
O (-0.24791, -1.31716, 1.50981)
H (-2.06894, 0.55636, -0.68469)
H (-1.63418, 0.64053, -2.42451)
H (-3.00788, -0.43627, -1.74994)
H (-0.69562, -1.61645, -2.39757)
H (-1.35644, -1.96856, -0.89179)
H (1.15825, 0.17441, -1.39702)
H (2.48710, -0.18102, 2.10448)
H (2.73410, -0.91726, 0.35849)
H (2.55328, 0.92328, 0.67720)
H (-1.07017, 1.65484, 1.38052)
H (0.08964, 1.14396, 2.73471)
H (0.79041, 2.17286, 1.36840)

Frontier orbital gap = 8.2201 eV
E_HOMO = -7.668 eV
LUMO energy = 0.6 eV
Total charge = 0
SMILES string = CCC=S(C)(C)=O


Of them, ii has the lowest stability.


--- i ---
Formula: C5H16N3
Source: OMol25
Level of theory: the ωB97M-V functional and the def2-TZVPD basis

CARTESIAN COORDINATES (ANGSTROEM)
C (0.55514, -0.03644, 1.75910)
C (-0.60892, -1.00317, 1.42136)
N (-0.23068, -2.14886, 0.53849)
N (0.09053, 1.39629, 1.78585)
H (1.04667, -0.37651, 2.71994)
H (1.33734, -0.14136, 0.94015)
H (-1.10745, -1.32070, 2.39079)
H (-1.44774, -0.46732, 0.94845)
H (-1.02514, -2.78726, 0.53628)
H (0.53560, -2.65916, 0.98195)
H (-0.49304, 1.54891, 2.60380)
H (0.95225, 1.96925, 1.89435)
C (-0.90254, 1.55645, -1.41327)
C (0.26051, 0.59306, -1.63634)
C (1.58908, 0.85796, -1.55258)
N (-0.20085, -0.80291, -1.72751)
H (-0.59783, 2.60218, -1.18519)
H (-1.61434, 1.52486, -2.25785)
H (-1.47709, 1.32145, -0.53335)
H (2.30683, 0.02543, -1.60154)
H (1.94819, 1.86122, -1.35071)
H (-1.17112, -0.86914, -2.09282)
H (-0.11602, -1.36465, -0.75830)
H (0.37059, -1.27956, -2.41104)

Frontier orbital gap (spin up / spin down) = 10.9910 / 4.6102 eV
E_HOMO (spin up / spin down) = -17.724 / -17.634 eV
LUMO energy (spin up / spin down) = -6.7 / -13.0 eV
Total charge = +2
Spin multiplicity = 2


--- ii ---
Formula: C5H16N3
Source: OMol25
Level of theory: the ωB97M-V functional and the def2-TZVPD basis

CARTESIAN COORDINATES (ANGSTROEM)
C (-0.58664, 1.37803, -2.49155)
C (-1.32481, 0.08077, -2.05810)
H (-0.71660, 2.21713, -1.80547)
H (0.48641, 1.23097, -2.58679)
H (-1.05207, 1.55621, -3.43967)
H (-2.25402, 0.02754, -2.63326)
H (-1.49073, -0.23757, -1.02454)
H (-0.84608, -0.76549, -2.57419)
C (1.82338, -0.74471, 1.28910)
C (1.56169, -1.66331, -0.02039)
C (-0.37305, 0.39240, 1.67104)
N (0.59151, -0.60014, 1.93016)
N (-0.01906, 1.47967, 1.06252)
N (-1.59034, 0.20447, 2.17599)
H (2.47570, -1.29984, 1.96325)
H (2.35377, 0.14639, 0.95320)
H (1.90808, -2.66142, 0.24472)
H (2.08724, -1.19740, -0.83817)
H (0.38199, -1.23605, 2.70039)
H (0.93825, 1.59675, 0.76044)
H (-0.72407, 2.18209, 0.87127)
H (-1.79115, -0.74207, 2.50113)
H (-2.35034, 0.53389, 1.58013)
H (0.51092, -1.87831, -0.23119)

Frontier orbital gap (spin up / spin down) = 9.4924 / 4.2753 eV
E_HOMO (spin up / spin down) = -17.910 / -17.909 eV
LUMO energy (spin up / spin down) = -8.4 / -13.6 eV
Total charge = +2
Spin multiplicity = 2


Of them, ii has the lowest stability.